# C18H30AsF6NO10S3

A molecular structure, C18H30AsF6NO10S3 at a distorted geometry (the ωB97M-V functional and the def2-TZVPD basis, OMol25).

Values from the calculation:
LUMO level = 3.185 eV
Total charge = -2
HOMO energy = -0.37 eV
Spin multiplicity = 1

The geometry in XYZ format:
```
69
Properties=species:S:1:pos:R:3:forces:R:3
As 0.5919 2.5538 4.3035 0.105 0.069 -0.388
S -3.0231 -2.3710 -0.0488 -0.041 -1.688 0.549
S 1.3738 -1.6643 -2.3398 0.490 -0.176 0.073
S -0.1567 3.9800 -0.5221 0.105 0.753 1.299
F 0.0013 0.8975 4.3474 0.548 1.392 0.710
F 0.8353 2.7779 6.0097 0.125 -0.510 -0.430
F 1.1545 4.2142 3.9993 -0.097 -0.266 0.052
F 0.2851 2.4215 2.5733 -0.027 0.347 -0.365
F 2.2630 2.0575 4.0103 -1.038 0.020 0.486
F -1.0145 3.2627 4.4979 0.372 -0.576 -0.104
O 0.9183 -1.3371 -0.9567 1.060 -0.776 -2.981
O -1.0437 -1.8187 4.0390 -1.759 0.589 1.218
O -1.5130 4.2710 -1.0215 1.506 -1.389 -0.421
O -1.3254 -4.7848 4.2594 0.733 1.605 -1.849
O 2.7932 -2.2319 1.7296 -0.436 -2.568 -0.442
O 1.5502 -3.0563 -2.8021 -0.558 2.271 0.873
O -3.6504 -2.4537 1.2903 1.333 0.517 -2.488
O 2.2650 -5.2095 1.4161 0.361 1.602 0.345
O 0.3466 2.6718 -0.0624 -1.217 1.802 -1.574
O -2.5966 -1.0943 -0.6324 -0.763 -0.311 0.360
N -0.3265 0.2341 0.8923 -0.566 0.199 0.866
C 0.0050 5.2736 0.7308 1.033 -1.548 0.712
C 0.9017 -2.0638 2.7802 -4.673 -0.614 2.365
C -1.8499 -4.1334 -1.7613 -1.574 1.560 -0.327
C 0.2648 -0.6717 -3.4775 -0.394 -0.888 -0.230
C 1.1405 4.7660 -1.6310 -0.751 0.392 -1.002
C -1.6089 -3.5222 -0.3476 -1.201 -0.594 0.292
C -0.2862 -2.5798 3.4996 1.469 -0.726 -1.988
C -4.1444 -3.3217 -1.2030 -0.131 1.164 -0.656
C 0.8579 0.6903 -3.6837 1.234 0.878 1.358
C 0.6138 6.4166 0.0112 -0.550 3.057 1.998
C 1.5247 -4.4044 2.0689 1.862 -0.983 -2.075
C 1.7563 -2.8884 2.1811 4.500 1.542 -2.199
C 2.2186 0.7868 -2.7637 -1.772 -0.025 -2.586
C -0.5381 -4.1989 3.4418 0.933 -0.504 2.149
C 1.6685 6.0317 -0.9289 1.243 -1.605 -0.524
C 0.4359 -4.9277 2.6793 -3.448 0.284 1.987
C -3.3760 -4.3785 -2.0204 -0.451 -1.535 2.748
C 2.8989 -0.6109 -2.8320 -2.466 1.016 1.920
H -1.2740 0.2877 0.5468 -0.295 -0.125 -0.209
H -4.5382 -2.6175 -1.9360 -0.062 0.476 0.303
H 1.9418 6.8366 -1.6113 -0.246 -0.166 -0.238
H -3.7470 -4.4010 -3.0451 0.665 0.294 -0.160
H 0.3281 -5.9956 2.7987 0.166 -0.255 -0.347
H 1.8317 4.0587 -2.0895 0.124 -0.172 0.706
H -1.1987 -4.9773 -1.9893 -0.043 0.362 -0.116
H 1.1580 -1.0184 2.8693 0.051 0.067 0.305
H -4.9919 -3.6573 -0.6054 0.318 -0.222 0.061
H 0.7840 4.9616 1.4265 0.057 -0.650 0.047
H -3.6620 -5.3471 -1.6101 -0.049 -0.243 0.059
H 0.1304 -1.1081 -4.4672 0.226 -0.800 0.313
H -1.9076 -3.3339 -2.5000 2.162 0.391 -0.236
H 2.7871 1.5493 -3.2961 0.422 0.028 0.478
H 1.8989 1.1315 -1.7803 0.528 -0.307 0.139
H 0.5711 5.1539 -2.4757 -0.409 -0.212 -0.061
H 0.3329 0.1038 0.1384 0.309 -0.088 -0.003
H -1.7367 -4.2706 0.4344 0.145 -0.229 0.066
H -0.8351 5.4441 1.4040 -0.412 -0.124 -0.754
H -0.2477 -0.5047 1.5765 0.194 -1.755 0.226
H 0.1185 1.4577 -3.4548 0.183 0.126 0.604
H -0.0382 7.2036 -0.3677 -0.507 -0.432 -0.261
H -0.6571 -3.0295 -0.1490 -0.071 0.144 -0.291
H 3.1608 -0.9415 -3.8371 0.303 0.053 0.291
H -0.1353 1.0033 1.5182 0.379 1.284 -0.130
H 2.5654 5.8579 -0.3345 0.166 -0.497 -0.190
H 3.6253 -0.5873 -2.0196 0.272 -0.920 -0.367
H -0.7109 -0.6773 -2.9916 0.091 0.080 0.201
H 1.0973 0.9392 -4.7175 0.304 -0.623 -0.141
H 1.1374 6.8942 0.8393 -0.074 0.739 -0.026
```
Forces are in eV/Å.

And the Löwdin charges, in e, turn out to be: number 1, As, carries 0.8024; number 2, S, carries 0.7439; number 3, S, carries 0.7860; number 4, S, carries 0.7677; number 5, F, carries -0.2408; number 6, F, carries -0.2613; number 7, F, carries -0.3116; number 8, F, carries -0.3016; number 9, F, carries -0.2725; number 10, F, carries -0.2905; number 11, O, carries -0.3431; number 12, O, carries 0.0015; number 13, O, carries -0.3541; number 14, O, carries -0.0997; number 15, O, carries -0.1436; number 16, O, carries -0.3462; number 17, O, carries -0.3278; number 18, O, carries -0.0973; number 19, O, carries -0.3463; number 20, O, carries -0.3784; number 21, N, carries 0.3099; number 22, C, carries -0.2251; number 23, C, carries -0.0917; number 24, C, carries -0.1794; number 25, C, carries -0.2320; number 26, C, carries -0.1842; number 27, C, carries -0.1774; number 28, C, carries -0.3591; number 29, C, carries -0.2202; number 30, C, carries -0.2125; number 31, C, carries -0.2921; number 32, C, carries -0.4218; number 33, C, carries -0.4032; number 34, C, carries -0.2002; number 35, C, carries -0.3338; number 36, C, carries -0.2303; number 37, C, carries -0.0783; number 38, C, carries -0.2295; number 39, C, carries -0.1598; number 40, H, carries 0.1048; number 41, H, carries 0.0845; number 42, H, carries 0.1156; number 43, H, carries 0.1007; number 44, H, carries 0.0890; number 45, H, carries 0.0875; number 46, H, carries 0.1214; number 47, H, carries 0.0889; number 48, H, carries 0.0906; number 49, H, carries 0.0996; number 50, H, carries 0.0984; number 51, H, carries 0.0960; number 52, H, carries 0.0926; number 53, H, carries 0.0932; number 54, H, carries 0.0871; number 55, H, carries 0.0896; number 56, H, carries 0.0744; number 57, H, carries 0.1024; number 58, H, carries 0.1289; number 59, H, carries 0.0857; number 60, H, carries 0.0989; number 61, H, carries 0.1218; number 62, H, carries 0.0818; number 63, H, carries 0.0985; number 64, H, carries 0.0707; number 65, H, carries 0.1204; number 66, H, carries 0.1077; number 67, H, carries 0.0892; number 68, H, carries 0.0955; number 69, H, carries 0.1190